(1)
Entry from the Open Molecules 2025 dataset: a 2-piece molecular cluster, C4H12N2O2 overall (the ωB97M-V functional and the def2-TZVPD basis).

Geometry (Å):
N -1.36 -0.23 0.55
C -0.45 -0.48 -0.53
C -0.23 -1.95 -0.78
C 0.91 0.21 -0.35
N 0.91 1.56 -0.52
C -0.15 2.46 -0.97
O 1.91 -0.39 -0.01
H -1.16 -0.67 1.42
H -1.83 0.66 0.63
H -0.91 -0.12 -1.44
H 0.47 -2.13 -1.58
H -1.16 -2.44 -1.05
H 0.16 -2.48 0.10
H 1.71 2.09 -0.24
H -0.48 3.09 -0.16
H 0.23 3.04 -1.80
H -1.07 1.93 -1.23
H 1.19 -1.06 3.31
H 0.82 -1.75 1.92
O 0.48 -1.33 2.72

Output
- SMILES string = CNC(=O)[C@@H](C)N.O
- relative energy (zero: lowest compared OMol25 entry of this formula, charge and spin) (kJ/mol) = 117.0
- charge = 0


(2)
Entry from the Open Molecules 2025 dataset: C8H41NO12 as an isolated structure (the ωB97M-V functional and the def2-TZVPD basis).

Geometry (Å):
C 0.41 -0.63 0.06
C 0.32 0.29 1.28
O 1.45 1.06 1.48
H 0.54 0.00 -0.82
H -0.48 -1.26 -0.08
H 1.26 -1.31 0.11
H 0.07 -0.23 2.21
H -0.56 0.93 1.28
H 1.49 1.63 0.71
C -1.29 -2.51 2.54
C -2.24 -1.29 2.25
O -2.72 -1.64 0.97
H -0.40 -2.57 1.91
H -1.75 -3.48 2.38
H -0.90 -2.54 3.56
H -1.73 -0.33 2.31
H -3.10 -1.21 2.91
H -3.61 -1.98 1.10
C -2.78 0.61 -0.52
C -1.73 0.90 -1.61
C -1.68 -0.11 -2.74
O -0.81 0.28 -3.79
C 0.57 0.27 -3.56
N -2.09 2.09 -2.24
H -3.75 0.30 -0.91
H -3.06 1.47 0.08
H -2.32 -0.06 0.22
H -0.72 0.88 -1.21
H -2.67 -0.42 -3.10
H -1.33 -1.03 -2.27
H 0.88 0.58 -2.56
H 1.03 0.87 -4.35
H 0.91 -0.76 -3.57
H -3.02 1.87 -2.57
H -1.67 2.10 -3.16
O 1.75 -2.73 -0.83
H 1.00 -2.61 -1.40
H 1.43 -3.26 -0.11
O 0.76 1.86 3.14
H 1.22 1.37 3.82
H 0.94 1.38 2.33
O 1.83 3.30 2.01
H 2.42 3.78 2.59
H 1.46 2.61 2.56
O 2.98 0.55 -0.84
H 2.30 1.19 -1.07
H 3.54 1.02 -0.22
O 1.35 2.15 -0.67
H 1.53 2.89 -1.25
H 0.44 2.26 -0.41
O -0.80 -2.77 -0.42
H -1.52 -2.32 0.02
H -0.30 -3.17 0.29
O 2.63 -0.66 2.33
H 2.15 -0.37 1.55
H 2.63 0.11 2.90
O 3.07 2.51 0.37
H 2.75 2.55 1.26
H 2.29 2.35 -0.16
O 0.17 -2.46 -2.21
H -0.22 -2.67 -1.36
H -0.30 -1.68 -2.50

Output
- charge = 0
- E_tot (a.u.) = -1286.2947


(3)
Entry from the Open Molecules 2025 dataset: one molecule with the formula C12H15OP (the ωB97M-V functional and the def2-TZVPD basis).

Geometry (Å):
C 3.93 -0.26 0.44
C 3.61 0.42 -0.73
C 2.93 -0.82 1.22
C 2.29 0.55 -1.11
C 1.61 -0.70 0.83
C 1.29 -0.01 -0.33
C -2.65 -0.91 0.37
C -1.72 -1.40 -0.42
C -2.60 0.51 0.85
C -1.23 1.17 0.61
C -1.56 -2.69 -1.12
C -1.33 2.65 0.30
O -0.58 0.92 -2.14
P -0.43 0.29 -0.82
H 4.96 -0.34 0.75
H 4.39 0.86 -1.34
H 3.18 -1.33 2.13
H 2.01 1.09 -2.00
H 0.82 -1.15 1.42
H -3.51 -1.49 0.68
H -3.37 1.07 0.31
H -2.85 0.56 1.91
H -0.60 1.01 1.49
H -2.46 -3.30 -1.02
H -0.71 -3.24 -0.72
H -1.37 -2.50 -2.18
H -1.73 2.76 -0.71
H -0.34 3.11 0.33
H -1.98 3.16 1.00

Output
- SMILES string = CC1=CC[C@H](C)[P@@]1(=O)c1ccccc1
- relative energy (zero: lowest compared OMol25 entry of this formula, charge and spin) (kJ/mol) = 0.0
- charge = 0


(4)
Entry from the Open Molecules 2025 dataset: C8H7O6Tl as an isolated structure (the ωB97M-V functional and the def2-TZVPD basis).

Geometry (Å):
O 0.01 2.14 -4.56
C -0.02 1.80 -3.47
Tl 0.00 1.46 -1.19
C -0.20 0.89 1.75
O -0.06 0.72 2.90
C -0.05 -1.76 -0.63
O -0.01 -2.84 -0.14
C 2.47 0.02 -0.14
O 3.60 -0.21 0.01
C -2.71 0.01 -0.43
O -3.76 -0.35 -0.19
H -0.06 -1.08 -2.07
C 0.41 -2.49 3.23
C 1.55 -1.87 2.42
C 2.93 -2.21 2.99
O 1.30 -1.12 1.47
H 0.60 -3.58 3.26
H -0.58 -2.24 2.85
H 0.56 -2.26 4.30
H 3.10 -3.30 2.86
H 3.81 -1.73 2.40
H 3.05 -1.79 4.02

Output
- relative energy (zero: lowest compared OMol25 entry of this formula, charge and spin) (kJ/mol) = 341.8
- charge = +2


> Which value of charge does entry 4 give?

+2